This record from OMol25 describes a 2-piece molecular cluster, C4H12N2O overall at a distorted geometry. The level of theory is ωB97M-V with the def2-TZVPD basis set.

Computed properties:
HOMO energy: -8.2 eV
SMILES: C=C(N)CCN.O
Kohn-Sham gap: 8.81 eV
Calculated total energy: -344.269991 a.u.
ΔE to the lowest compared entry with this formula, charge and spin: 3.130 eV
Largest force on an atom: 6.7 eV/Å

Geometry as ORCA input:
```
! RIJCOSX wB97M-V def2-TZVPD def2/J DEFGRID3
* xyz 0 1
C -1.402 0.488 -1.239
C -0.157 0.745 -0.622
N 0.496 1.996 -0.883
C 0.834 -0.365 -0.172
C 1.416 0.141 1.255
N 0.443 0.871 2.091
H -1.936 1.344 -1.598
H -1.878 -0.417 -1.250
H 1.444 1.844 -0.864
H 0.246 2.468 -1.708
H 1.668 -0.539 -0.937
H 0.402 -1.309 0.046
H 2.240 0.735 1.215
H 1.445 -0.838 1.926
H -0.503 0.582 2.102
H 0.445 1.805 1.796
O -1.975 -2.897 -0.141
H -1.330 -2.829 -0.986
H -1.897 -3.824 -0.031
*
```